No. 1
Computed, not measured: a cluster of 7 separate species, C33H86N6O11 in total in a non-equilibrium geometry, with the ωB97M-V functional and the def2-TZVPD basis.

As for the SMILES: COC[C@H](C)N.COC[C@H](C)N.COCCNCCOC.COCCNCCOC.COCCNCCOC.COCCNCCOC.CO. The HOMO-LUMO gap comes out at 8.8 eV. The total charge is 0. The value obtained for the HOMO energy is -8.11 eV.

Geometry as XYZ:
```
136
C33H86N6O11 (the ωB97M-V functional and the def2-TZVPD basis)
C -2.134 -5.981 -2.865
O -2.631 -4.737 -2.574
C -1.564 -3.868 -2.290
C -2.107 -2.511 -1.832
C -2.451 -2.444 -0.332
N -3.273 -2.033 -2.591
H -1.517 -6.514 -2.052
H -1.392 -5.862 -3.668
H -2.980 -6.591 -3.116
H -0.879 -4.311 -1.502
H -0.989 -3.754 -3.244
H -1.321 -1.662 -1.896
H -2.776 -1.460 -0.143
H -1.585 -2.646 0.266
H -3.229 -3.166 -0.014
H -3.986 -2.731 -2.586
H -2.952 -1.996 -3.599
C 4.102 0.149 5.262
O 3.015 -0.252 6.023
C 2.338 -1.369 5.483
C 1.223 -1.058 4.518
C 0.139 -0.256 5.114
N 0.644 -2.360 4.188
H 3.844 0.665 4.359
H 4.602 -0.817 5.049
H 4.810 0.713 5.803
H 3.030 -1.961 4.848
H 2.018 -1.994 6.281
H 1.672 -0.565 3.641
H -0.607 -0.099 4.386
H 0.497 0.805 5.209
H -0.121 -0.504 6.133
H 1.217 -3.197 3.965
H -0.093 -2.336 3.493
C 0.948 -1.097 -3.424
O 1.444 -2.039 -2.496
C 2.478 -2.814 -3.020
C 3.068 -3.790 -1.929
N 1.943 -4.588 -1.460
C 2.230 -5.249 -0.146
C 0.974 -5.763 0.498
O 0.210 -4.585 0.868
C -0.941 -4.952 1.597
H 0.252 -0.357 -3.014
H 0.384 -1.583 -4.243
H 1.876 -0.708 -3.969
H 3.193 -2.127 -3.517
H 2.107 -3.419 -3.856
H 3.439 -3.151 -1.105
H 3.762 -4.398 -2.415
H 1.079 -4.114 -1.316
H 2.640 -4.483 0.575
H 2.998 -5.975 -0.170
H 1.316 -6.367 1.304
H 0.491 -6.470 -0.163
H -0.677 -5.666 2.452
H -1.728 -5.378 1.034
H -1.382 -4.030 2.096
C -4.446 1.725 2.342
O -3.064 1.826 2.040
C -2.517 1.050 0.996
C -1.135 1.648 0.674
N -0.321 1.706 1.920
C 0.982 2.258 1.550
C 0.960 3.676 0.896
O 0.864 3.589 -0.521
C 0.928 4.884 -1.130
H -5.169 1.754 1.523
H -4.629 2.512 3.141
H -4.656 0.823 2.959
H -3.125 1.106 0.077
H -2.495 -0.063 1.119
H -1.340 2.674 0.332
H -0.569 1.128 -0.184
H -0.781 2.277 2.613
H 1.466 1.563 0.864
H 1.573 2.380 2.437
H 1.926 4.112 1.205
H 0.263 4.461 1.252
H 0.195 5.569 -0.668
H 0.822 4.648 -2.197
H 1.920 5.342 -0.889
C 5.149 -1.324 1.601
O 4.906 -0.420 0.504
C 5.874 -0.321 -0.488
C 5.369 0.688 -1.570
N 5.482 2.116 -1.302
C 6.718 2.764 -1.437
C 7.124 3.736 -0.297
O 6.071 4.666 -0.095
C 6.339 5.869 0.687
H 5.365 -2.336 1.277
H 4.191 -1.326 2.101
H 5.984 -0.955 2.329
H 6.125 -1.302 -0.920
H 6.784 0.106 -0.059
H 4.313 0.422 -1.793
H 5.964 0.519 -2.476
H 4.829 2.431 -0.615
H 6.649 3.442 -2.291
H 7.457 2.088 -1.639
H 8.107 4.188 -0.521
H 7.228 3.122 0.589
H 6.958 6.406 0.014
H 6.877 5.603 1.578
H 5.455 6.435 0.983
C -10.529 3.300 -1.472
O -9.202 2.998 -1.052
C -8.256 4.014 -1.212
C -6.901 3.392 -1.225
N -6.742 2.377 -2.292
C -5.623 1.425 -2.146
C -4.319 1.630 -2.852
O -3.593 2.477 -1.991
C -2.516 3.085 -2.565
H -10.666 3.202 -2.562
H -10.897 4.260 -1.177
H -11.158 2.551 -0.946
H -8.381 4.726 -0.429
H -8.362 4.507 -2.175
H -6.827 2.883 -0.193
H -6.129 4.154 -1.339
H -7.634 1.824 -2.416
H -6.115 0.464 -2.354
H -5.479 1.379 -1.077
H -4.389 2.183 -3.748
H -3.660 0.721 -3.000
H -2.765 3.546 -3.512
H -1.651 2.364 -2.593
H -2.015 3.684 -1.763
C 0.895 -1.257 0.287
O 0.216 -1.174 1.569
H 0.342 -0.706 -0.435
H 1.876 -0.915 0.341
H 0.828 -2.297 0.023
H 0.007 -0.262 1.897
```

Atom charges from the Mulliken analysis, given in e for atoms 1 to 6:
1. C -0.690
2. O -0.430
3. C 0.075
4. C 1.942
5. C -1.822
6. N -0.565



No. 2
Computed, not measured: a cluster of 2 separate species, C2H7N2S in total in a non-equilibrium geometry, with the ωB97M-V functional and the def2-TZVPD basis.

The HOMO-LUMO gap (spin up / spin down) comes out at 7.3 / 3.1 eV. The total charge is +1. The value obtained for the HOMO energy (spin up / spin down) is -12.70 / -11.97 eV.

Geometry as XYZ:
```
12
C2H7N2S (the ωB97M-V functional and the def2-TZVPD basis)
C -3.124 0.283 0.397
C 3.958 -0.526 -0.347
N -2.154 -0.515 0.352
N -3.136 1.526 -0.144
S 2.324 -0.129 0.270
H -3.927 -0.123 1.057
H 4.485 -1.120 0.461
H 4.354 0.335 -0.666
H 3.892 -1.332 -1.072
H -2.200 -1.514 0.583
H -4.069 1.815 -0.399
H -2.437 1.747 -0.821
```

Atom charges from the Mulliken analysis, given in e for atoms 1 to 6:
1. C 0.184
2. C -0.710
3. N -0.250
4. N -0.356
5. S 0.030
6. H 0.314



No. 3
Computed, not measured: a structure of composition C15H17EuN5O2S3 in a non-equilibrium geometry, with the ωB97M-V functional and the def2-TZVPD basis.

As for the multiplicity: 8. The HOMO-LUMO gap (spin up / spin down) comes out at 4.6 / 7.0 eV. The total charge is 0. As for the expectation value of S²: 15.78. The value obtained for the HOMO energy (spin up / spin down) is -4.93 / -7.16 eV.

Geometry as XYZ:
```
43
C15H17EuN5O2S3 (the ωB97M-V functional and the def2-TZVPD basis)
Eu 0.378 0.133 1.421
C -3.510 -3.677 1.149
S -2.766 -3.074 -0.384
C -1.220 -2.419 0.131
S -0.745 -2.392 1.802
N -0.476 -2.050 -0.866
N 0.573 -1.235 -0.606
C 1.638 -1.262 -1.374
C 2.658 -0.299 -1.114
C 3.886 -0.309 -1.800
C 4.832 0.642 -1.505
C 4.549 1.608 -0.527
C 3.336 1.548 0.125
N 2.396 0.631 -0.141
H -4.367 -4.284 0.860
H -3.833 -2.837 1.759
H -2.783 -4.274 1.690
H 1.767 -1.990 -2.169
H 4.073 -1.079 -2.537
H 5.783 0.646 -2.022
H 5.265 2.376 -0.271
H 3.093 2.271 0.896
N -0.950 0.479 3.828
C -0.227 1.748 4.143
C 0.750 1.763 2.978
O 1.692 0.925 3.007
O 0.374 2.270 1.890
H -1.944 0.609 3.952
H -0.670 -0.239 4.484
H 0.289 1.715 5.101
H -0.899 2.599 4.094
S -2.330 0.664 0.677
C -2.051 0.759 -0.990
N -2.966 0.217 -1.833
C -2.859 0.226 -3.180
C -1.784 0.803 -3.777
C -0.797 1.385 -2.957
C -0.926 1.370 -1.596
H -3.754 -0.236 -1.388
H -3.657 -0.246 -3.733
H -1.689 0.818 -4.852
H 0.068 1.850 -3.412
H -0.197 1.846 -0.955
```

Atom charges from the Mulliken analysis, given in e for atoms 1 to 6:
1. Eu 0.798
2. C -0.881
3. S -0.060
4. C 0.409
5. S -0.454
6. N -1.238



No. 4
Computed, not measured: a cluster of 2 separate species, C2H7N in total in a non-equilibrium geometry, with the ωB97M-V functional and the def2-TZVPD basis.

As for the SMILES: C=N.C. The HOMO-LUMO gap comes out at 11.0 eV. The total charge is 0. The value obtained for the HOMO energy is -9.90 eV.

Geometry as XYZ:
```
10
C2H7N (the ωB97M-V functional and the def2-TZVPD basis)
C -5.204 -1.823 -4.022
N -4.150 -1.528 -4.685
H -5.947 -1.040 -3.865
H -5.567 -2.870 -4.042
H -3.978 -2.271 -5.328
C 4.938 1.958 4.393
H 4.811 1.124 5.211
H 4.552 1.607 3.482
H 6.000 1.891 4.222
H 4.546 2.952 4.634
```

Atom charges from the Mulliken analysis, given in e for atoms 1 to 6:
1. C -0.218
2. N -0.463
3. H 0.218
4. H 0.211
5. H 0.253
6. C -0.906